{"formula": "H5N3O2P", "method": "wB97M-V/def2-TZVPD", "e_tot_ha": -659.0535, "total_charge": -1, "orbital_gap_ev": [7.88, 6.26], "relative_energy_kcal_mol": 105.72, "species": ["N", "N", "N", "O", "O", "P", "H", "H", "H", "H", "H"], "xyz": [[2.17484, -0.05972, -0.99978], [-0.20665, -0.07136, 1.41992], [1.45736, -1.11847, -0.65690], [-0.49832, -2.42226, 0.54894], [-2.63749, 0.39293, -0.77962], [-0.26074, -1.09270, -0.01527], [-1.96144, 1.07254, -1.13925], [2.28002, 0.46829, -0.08618], [-0.57636, -0.66107, 2.13176], [-0.77582, 0.74753, 1.26784], [1.33450, -1.80847, -1.44411]], "atomic_forces_ev_per_a": [[0.488, 0.040, 1.273], [1.028, 0.195, -1.973], [-0.634, -0.298, -0.925], [-0.374, -2.056, 0.118], [2.492, 1.185, -0.508], [-0.750, 2.205, 1.042], [-1.639, -1.554, 0.726], [-0.400, -0.413, -1.178], [-0.406, -0.306, 0.645], [-0.309, 0.033, 0.108], [0.504, 0.970, 0.671]]}

***

{"formula": "C36H64NO14P", "method": "wB97M-V/def2-TZVPD", "smiles": "O=COCCc1c(CCc2ccccc2)c(C[C@H]2CO2)c([PH2]=O)c2c1C(=O)N(O)C2=O.CCO.CCO.CCO.CCO.CCO.CCO.CCO", "e_tot_ha": -2858.4457, "total_charge": 0, "orbital_gap_ev": 6.53, "species": ["O", "C", "O", "C", "C", "C", "C", "C", "C", "C", "C", "C", "C", "C", "C", "C", "C", "C", "C", "O", "C", "P", "O", "C", "C", "C", "O", "N", "O", "C", "O", "H", "H", "H", "H", "H", "H", "H", "H", "H", "H", "H", "H", "H", "H", "H", "H", "H", "H", "H", "H", "H", "H", "C", "C", "O", "H", "H", "H", "H", "H", "H", "C", "C", "O", "H", "H", "H", "H", "H", "H", "C", "C", "O", "H", "H", "H", "H", "H", "H", "C", "C", "O", "H", "H", "H", "H", "H", "H", "C", "C", "O", "H", "H", "H", "H", "H", "H", "C", "C", "O", "H", "H", "H", "H", "H", "H", "C", "C", "O", "H", "H", "H", "H", "H", "H"], "xyz": [[2.67835, -4.49857, 2.07963], [3.21944, -3.32128, 1.72015], [3.14589, -2.75897, 0.33187], [1.95133, -1.89872, 0.26599], [1.64608, -1.31547, -1.27145], [0.19127, -2.01481, -1.69899], [-1.24320, -1.46944, -1.03415], [-1.23229, -0.20515, 0.02831], [-1.26213, 1.22381, -0.83599], [-0.27244, 2.38138, -0.16678], [-0.77555, 3.39399, 1.05860], [0.21959, 4.57301, 1.70320], [1.76205, 4.79622, 1.15914], [2.28048, 3.80931, -0.04796], [1.28522, 2.64464, -0.69406], [-2.64725, -2.26161, -1.48069], [-4.12478, -1.88271, -0.88174], [-4.40908, -0.14786, -1.18175], [-5.96939, 0.40960, -0.66314], [-4.54860, 0.74348, 0.09481], [-2.59607, -3.53459, -2.56436], [-4.15177, -4.52626, -3.12051], [-5.22857, -3.58849, -3.85830], [-1.15569, -4.01385, -3.18307], [0.24034, -3.26982, -2.75265], [1.47202, -4.03585, -3.51621], [2.79695, -4.06941, -3.24537], [0.69637, -4.77742, -4.62371], [0.81360, -4.09173, -5.77410], [-0.73328, -5.20391, -4.22845], [-1.40923, -6.30601, -4.62631], [3.81657, -2.74237, 2.55129], [2.00185, -1.02181, 1.05243], [1.03007, -2.57682, 0.60469], [1.60483, -0.14304, -1.30897], [2.51461, -1.76076, -1.95133], [-0.21629, -0.16916, 0.64807], [-2.16331, -0.21810, 0.76699], [-0.93446, 1.05996, -1.97223], [-2.32930, 1.70800, -0.88303], [-1.86335, 3.35118, 1.52456], [-0.17351, 5.28687, 2.55037], [2.42276, 5.65453, 1.63898], [3.39470, 3.99350, -0.43182], [1.74797, 2.01658, -1.57794], [-4.24037, -2.03023, 0.27504], [-5.03335, -2.32262, -1.47329], [-3.93712, 0.34312, -2.23536], [-6.37504, 0.04647, 0.37607], [-6.18989, 1.56203, -0.62342], [-4.74878, -5.14468, -1.94084], [-3.85730, -5.59255, -4.04562], [1.46379, -3.34440, -5.55435], [2.12776, 9.49173, 0.11934], [1.93974, 9.15932, 1.58506], [2.58773, 7.93351, 1.89152], [1.72037, 8.69459, -0.51123], [1.63014, 10.43196, -0.13431], [3.19152, 9.57858, -0.12490], [0.87673, 9.05173, 1.82006], [2.35614, 9.94557, 2.22233], [3.53246, 8.04222, 1.68734], [7.33610, 9.05063, 0.65086], [6.57826, 7.77393, 0.95065], [5.21099, 7.92748, 0.59933], [6.90767, 9.89167, 1.20593], [8.39124, 8.95032, 0.92036], [7.26603, 9.30222, -0.41244], [6.63230, 7.53803, 2.01752], [6.99251, 6.93067, 0.38940], [5.17339, 8.12834, -0.35160], [-7.62245, -5.64591, -6.72306], [-8.22376, -4.37871, -6.15139], [-8.01094, -4.33086, -4.74823], [-8.06926, -6.52906, -6.25464], [-7.78195, -5.70033, -7.80362], [-6.54691, -5.68907, -6.52267], [-9.30193, -4.35000, -6.33444], [-7.77292, -3.49088, -6.60545], [-7.05036, -4.34830, -4.59661], [2.98306, 3.24609, 5.63258], [3.32754, 2.18434, 4.60876], [2.43100, 2.26070, 3.51021], [1.95563, 3.11794, 5.98890], [3.66235, 3.19775, 6.48829], [3.04412, 4.24560, 5.18980], [3.24396, 1.18636, 5.04903], [4.34908, 2.31346, 4.23800], [2.51903, 3.14772, 3.12103], [3.01933, -6.17170, 6.15007], [1.97306, -5.07907, 6.07483], [2.17565, -4.29278, 4.90987], [4.02549, -5.74014, 6.17003], [2.87986, -6.78430, 7.04521], [2.96791, -6.81877, 5.26833], [2.04226, -4.42190, 6.94669], [0.96466, -5.50297, 6.04144], [2.10382, -4.88403, 4.14093], [6.06861, 0.47593, 0.49064], [4.57894, 0.60139, 0.24710], [4.33919, 1.01758, -1.08921], [6.56992, 1.43243, 0.30953], [6.27064, 0.16016, 1.51800], [6.51354, -0.25169, -0.19595], [4.14219, 1.34519, 0.92000], [4.07223, -0.35423, 0.41357], [4.72342, 0.34619, -1.67881], [-8.33151, -5.10573, 0.23599], [-7.16090, -4.92677, -0.70837], [-5.93918, -5.04087, 0.00633], [-8.30166, -4.35476, 1.03232], [-9.28127, -5.01606, -0.29874], [-8.29129, -6.08629, 0.72146], [-7.19271, -3.93761, -1.17457], [-7.17643, -5.68206, -1.50018], [-5.91690, -5.92573, 0.40950]], "atomic_forces_ev_per_a": [[3.373, 7.802, -3.082], [-2.478, -5.540, 1.062], [-0.748, -0.523, 3.405], [-2.099, 0.345, 0.673], [-0.351, -1.628, 0.457], [-1.683, -1.281, -0.957], [-0.107, -3.091, -2.196], [0.212, 0.342, -0.734], [0.589, 1.267, -0.177], [2.613, 3.182, 1.672], [3.439, 0.805, -0.995], [1.580, -2.330, -3.080], [-2.985, -3.285, -1.608], [-3.434, 0.056, 1.733], [-0.960, 2.150, 2.568], [2.420, -1.358, -1.162], [0.023, 2.745, -0.827], [-2.545, 1.172, 2.375], [4.139, 2.173, 4.047], [1.039, -2.851, -4.304], [4.231, 0.961, 0.849], [-3.112, 3.228, -1.786], [3.056, -2.557, 2.307], [0.394, 2.240, 2.248], [-3.198, 0.865, 1.380], [2.482, 0.193, 2.434], [-8.934, 0.368, -2.405], [0.620, -2.845, 4.379], [1.366, 2.719, -2.121], [-2.791, -2.297, -0.605], [4.854, 7.685, 2.487], [-1.099, -0.721, -1.966], [0.181, -1.557, -1.602], [1.889, 1.484, -0.845], [0.081, -2.460, 0.169], [-2.048, 1.061, 1.277], [-2.296, -0.417, -1.361], [2.056, -0.202, -1.709], [-0.494, 0.243, 2.601], [1.978, -1.177, 0.314], [2.500, -0.120, -1.259], [0.746, -1.699, -1.897], [-1.565, -1.966, -1.291], [-2.825, -0.738, 0.721], [-1.121, 1.379, 2.007], [0.412, 0.229, -2.333], [2.114, 0.321, 1.035], [-1.441, -1.307, 3.269], [-0.084, -0.621, -2.843], [-0.309, -2.382, -1.735], [0.933, 0.424, -0.705], [0.653, 0.566, 0.944], [-1.409, -1.296, -0.865], [-0.106, 0.092, -0.270], [0.304, -0.136, -0.139], [0.116, -0.110, 0.278], [-0.043, 0.102, 0.138], [0.072, -0.051, -0.048], [-0.101, 0.129, 0.100], [0.174, -0.103, 0.047], [-0.145, 0.161, -0.030], [-0.241, -0.103, -0.104], [0.136, 0.167, 0.087], [0.266, 0.169, -0.177], [-0.325, 0.000, -0.266], [0.079, -0.162, 0.004], [-0.078, 0.056, -0.076], [0.105, -0.091, 0.048], [-0.200, -0.007, -0.170], [0.128, -0.014, 0.124], [-0.092, -0.128, 0.501], [-0.020, -0.199, -0.190], [0.331, -0.108, 0.309], [-0.091, -0.090, 0.083], [-0.037, 0.143, -0.082], [0.076, -0.060, 0.045], [-0.058, 0.096, -0.103], [0.106, 0.041, 0.156], [-0.067, -0.011, -0.200], [-0.132, 0.325, 0.122], [-0.010, 0.057, 0.264], [-0.169, 0.332, -0.129], [0.053, -0.006, -0.205], [0.163, -0.073, -0.039], [-0.056, 0.081, -0.028], [0.105, -0.068, 0.041], [-0.069, 0.076, -0.192], [0.157, -0.059, 0.181], [-0.214, -0.414, 0.003], [0.154, -0.148, 0.151], [0.122, -0.109, -0.296], [-0.117, 0.002, -0.123], [-0.163, -0.007, 0.066], [0.050, -0.024, -0.086], [-0.078, -0.004, 0.114], [-0.034, 0.036, -0.209], [-0.024, -0.074, 0.218], [0.159, 0.445, 0.190], [0.168, 0.030, 0.113], [0.232, -0.146, 0.038], [-0.149, -0.067, -0.548], [-0.121, -0.083, 0.092], [0.050, -0.006, -0.088], [-0.049, -0.051, 0.125], [-0.088, -0.026, -0.236], [0.111, 0.034, 0.191], [-0.175, 0.364, 0.298], [-0.211, 0.088, 0.056], [-0.365, -0.183, 0.111], [0.547, -0.241, 0.233], [0.001, -0.034, -0.171], [0.072, -0.050, 0.083], [-0.060, 0.007, -0.122], [0.182, -0.147, 0.039], [-0.191, 0.115, -0.138], [0.007, 0.485, -0.152]]}